ORCA calculation (ωB97M-V/def2-TZVPD) on a single C4H3IO2S molecule.

Summary:
orbital gap (alpha / beta)	6.15 / 6.15	eV
energy above the lowest of the compared OMol25 structures with the same formula, charge and spin	224.4	kJ/mol
net charge	0
HOMO (alpha / beta)	-9.31 / -9.31	eV
structure (SMILES)	O=[S@@]1(OI)=C=CC=C1
calculated total energy	-1000.314348	Ha

Element x y z (Å)
I 2.50455 -1.02994 -3.11543
S 0.25762 0.63767 -0.91659
O 1.70851 0.34007 -1.56754
O -0.78546 0.86530 -1.86436
C -0.76512 0.82189 1.45216
C -0.13576 -0.95074 0.07404
C -0.54632 -0.58774 1.28111
C -0.37918 1.87076 0.77960
H -1.23361 1.06554 2.31590
H -0.75485 -1.25358 2.02565
H 0.12962 -1.77923 -0.46454

=====

ORCA calculation (ωB97M-V/def2-TZVPD) on 2 unconnected molecules or ions with the total composition C6H11N2O.

Summary:
orbital gap (alpha / beta)	6.79 / 6.78	eV
energy above the lowest of the compared OMol25 structures with the same formula, charge and spin	246.8	kJ/mol
net charge	+1
HOMO (alpha / beta)	-12.52 / -12.52	eV
calculated total energy	-419.662899	Ha

Element x y z (Å)
O 2.86973 -1.66253 0.41036
N -2.22851 -0.14390 -0.25108
N -0.92228 -1.79152 0.41005
C -0.74852 1.88348 -0.00944
C -2.09371 -1.48980 -0.05786
C -1.06992 0.44305 0.11207
C 1.92174 -1.75351 -0.42928
C -0.24110 -0.61737 0.52091
C 0.75714 2.13468 -0.06859
H 0.94918 3.19296 -0.21741
H -2.87412 -2.19291 -0.26489
H 1.24140 1.83389 0.85650
H -3.04379 0.33293 -0.60632
H 1.20767 1.58940 -0.89493
H -1.17384 2.43139 0.83664
H -1.22430 2.27929 -0.91171
H 0.64319 -0.52522 1.11854
H 2.88774 -2.33085 1.12349
H 1.19936 -2.56476 -0.42750
H 1.94293 -1.04870 -1.24954

=====

ORCA calculation (ωB97M-V/def2-TZVPD) on a molecular structure, C36H31F9N3O3ReS2.

Summary:
orbital gap (alpha / beta)	7.22 / 6.79	eV
energy above the lowest of the compared OMol25 structures with the same formula, charge and spin	81.9	kJ/mol
2S+1	2
net charge	+1
HOMO (alpha / beta)	-10.63 / -10.83	eV
calculated total energy	-3553.766202	Ha

Element x y z (Å)
Re -0.12166 0.36265 0.43247
S -2.91237 -1.81365 -2.63418
S 1.22858 -1.63112 -1.85846
F -3.28160 3.46504 0.94053
F -4.38780 2.92141 2.70331
F -3.36147 1.46069 -0.70220
F -2.23976 3.07827 2.77667
F -5.16632 1.56830 0.45927
F -5.06833 0.35630 2.84653
F -3.38601 -0.96324 2.69159
F -4.22785 -0.33539 0.13823
F -3.27759 0.74828 3.98528
O -1.81913 0.77741 1.54117
O 0.33790 -1.96399 -2.93858
O 1.19476 -2.45914 -0.69068
N 0.93565 -0.08032 -1.35428
N -1.54782 -0.86402 -0.68517
N -0.17188 2.12125 -0.62630
C -1.72854 -2.71975 0.96203
C 0.36712 3.06532 -4.14871
C 1.34585 1.27136 1.90802
C 0.84754 1.86535 -4.59393
C -3.99206 0.95439 0.36734
C -2.73668 -2.80332 -1.22588
C -3.74383 0.31078 2.80681
C 2.04089 2.58662 1.70913
C 5.40017 -1.98080 -3.59935
C -0.07767 1.83574 3.96814
C -0.59640 3.26162 -0.10432
C -1.97543 -2.13017 -0.27159
C 3.16276 -0.08658 0.68419
C 0.02683 3.20025 -2.78822
C -1.98023 -0.61193 -1.89011
C 0.35468 -0.50826 3.00717
C 4.99517 -0.74516 -3.11664
C 3.72875 -0.59200 -2.57150
C -3.24692 -4.07772 -0.98499
C 1.23723 -1.07216 2.10832
C -2.98241 -4.65558 0.23688
C 0.74449 0.86768 -2.38595
C -0.75990 4.42014 -0.86950
C 0.49830 0.92927 2.95263
C 1.61526 -2.51428 2.08877
C -2.23152 -3.97707 1.20596
C 2.87710 -1.68421 -2.51870
C 3.27069 -2.92482 -3.00877
C -3.12135 1.16043 1.64380
C 4.53874 -3.06899 -3.54533
C -0.47138 4.38669 -2.20607
C 1.04263 0.76818 -3.73399
C -0.49714 -1.24111 3.98857
C 0.19141 2.08706 -1.94404
C -3.27234 2.68055 2.02860
C 1.81648 0.01176 1.32909
H 1.42596 -0.14709 -4.15361
H -0.00994 2.88255 3.68513
H 1.41056 3.43194 1.98724
H 3.41162 0.36946 -2.19638
H 1.09850 1.74266 -5.63918
H 2.94098 2.63289 2.32635
H -3.36484 -5.64355 0.45433
H 2.17645 -2.72405 3.00513
H 0.74480 -3.17104 2.09064
H 6.38951 -2.09712 -4.02135
H 0.24004 3.90526 -4.81835
H -0.91355 -2.14965 3.55527
H 3.35793 0.76525 0.03652
H 5.66441 0.10347 -3.16294
H -3.83412 -4.59329 -1.73258
H -0.82443 3.24610 0.95125
H -0.61022 5.26366 -2.82593
H 4.85409 -4.03190 -3.92352
H -1.75553 0.30773 -2.40699
H 2.58891 -3.76476 -2.96850
H 0.50800 1.69841 4.88403
H 0.09575 -1.54577 4.85543
H -1.12929 5.31464 -0.38959
H -1.17004 -2.18048 1.70991
H 2.22854 -2.76973 1.23665
H 3.26366 -0.99743 0.10154
H -2.05166 -4.45117 2.16237
H -1.10836 1.58476 4.20727
H 2.34500 2.72976 0.67230
H 3.93431 -0.09974 1.45873
H -1.32266 -0.62981 4.34578

=====

ORCA calculation (ωB97M-V/def2-TZVPD) on a molecular structure, C18H16BF4MoN7O2S.

Summary:
orbital gap (alpha / beta)	5.77 / 5.77	eV
net charge	-2
HOMO (alpha / beta)	-1.07 / -1.06	eV
calculated total energy	-2120.246568	Ha

Element x y z (Å)
Mo 1.51058 0.12858 -0.01802
S 3.14634 2.12555 -0.23681
F -3.38569 2.65639 -2.84041
F -1.66382 3.97107 -2.05856
F -2.87328 2.64227 -0.60146
F -1.42819 1.68440 -2.10537
O 1.74392 -0.47383 2.12249
O 1.26407 0.43641 -2.00644
N 1.75129 1.11017 -2.98230
N 2.95296 1.61617 -6.13335
N 0.72022 1.84174 1.22536
N 0.59583 2.90155 0.35683
N 1.54812 3.93600 -1.42907
N -0.70744 -0.17472 -0.03647
N 1.83313 -2.17188 -4.20019
C -1.19183 -1.44968 -0.45005
C -1.48878 -2.42475 0.49455
C 0.11995 1.90936 2.34831
C -0.79064 -0.08724 5.37456
C -1.75962 -2.97619 -2.20737
C -1.92007 -3.67480 0.08094
C -0.74368 0.89780 4.40687
C 1.64193 3.01554 -0.42590
C 0.88435 -1.31922 4.13651
C 0.94192 -0.33007 3.10889
C 1.93106 -1.02747 -4.10901
C -2.05568 -3.95892 -1.27142
C 0.04491 -1.19992 5.21946
C -1.33261 -1.72143 -1.80489
C 0.08798 0.80399 3.28910
C 2.54059 1.08806 -5.19580
C 2.05733 0.39447 -4.04716
C 2.01797 -1.67375 -0.17844
B -2.35163 2.74872 -1.89905
H 2.14306 3.71533 -2.21134
H -2.14370 -4.43317 0.82215
H 2.16158 -2.36478 0.64548
H -1.85425 -3.18647 -3.26514
H -1.45131 0.00032 6.22738
H -1.35163 -2.20553 1.54800
H -1.36810 1.78140 4.50238
H 2.08285 -2.07706 -1.19368
H -1.06318 0.04724 0.89017
H 0.58521 4.14571 -1.67784
H 1.53322 -2.17915 4.01882
H -2.38473 -4.93913 -1.59395
H 0.03087 -1.98763 5.96672
H -1.05613 0.55512 -0.67236
H -0.40928 2.83143 2.59091
H -1.09593 -0.94798 -2.52402

=====

ORCA calculation (ωB97M-V/def2-TZVPD) on a molecular structure, CH20FO10PSi2.

Summary:
orbital gap	9.83	eV
net charge	0
HOMO	-9.56	eV
calculated total energy	-1822.833256	Ha

Element x y z (Å)
P 2.65017 -0.36698 0.79779
Si 0.17294 1.43803 0.19127
Si -2.01070 -0.46070 0.59644
F -1.06547 -1.54221 -0.43255
O 1.82145 2.46268 3.94910
O 3.18969 -2.70601 -5.59588
O -1.13066 0.91381 1.24565
O 1.49258 -1.64435 1.19374
O -3.36109 -0.09485 3.68023
O 1.31431 -1.55526 -3.42768
O -4.09606 -1.14740 -2.25373
O -3.84554 2.72738 1.40129
O 3.92943 -0.63534 1.73300
O 3.11854 -0.53974 -0.90512
C 1.92544 1.40436 1.03675
H 2.41546 -1.13171 -1.30792
H -3.53487 3.58312 1.06919
H 1.90172 1.75487 2.15305
H 0.25445 0.62650 -1.01558
H 2.02994 -2.48980 0.99820
H -0.10665 2.83324 -0.22906
H -2.93303 0.75401 3.86787
H 1.34993 3.16769 4.41785
H 2.01121 -1.97605 -3.95328
H 2.62123 2.11772 0.38727
H -2.43899 -1.27372 1.76147
H 3.56712 -3.35181 -6.21198
H -3.25978 -0.10702 -0.10054
H -3.30994 -0.57358 4.52124
H -3.12365 2.11739 1.18733
H 2.52456 2.20304 4.56327
H 0.57042 -1.47873 -4.04400
H 3.43914 -1.84910 -5.97335
H -3.28193 -1.55764 -2.58235
H -4.80135 -1.62184 -2.71900

=====

ORCA calculation (ωB97M-V/def2-TZVPD) on 7 unconnected molecules or ions with the total composition C17H35BBr12IN4O2.

Summary:
orbital gap	8.46	eV
energy above the lowest of the compared OMol25 structures with the same formula, charge and spin	0.0	kJ/mol
net charge	+1
HOMO	-11.42	eV
calculated total energy	-32248.852429	Ha

Element x y z (Å)
I 1.75057 3.86635 -1.52758
Br 5.40654 6.88994 2.56259
Br -5.79698 -7.65490 2.84694
Br 0.49822 -4.06762 -0.56595
Br -3.72821 -3.49347 0.11759
Br 5.15828 3.19580 3.27565
Br 2.36724 7.35642 0.52436
Br 3.41415 -1.38610 -4.94422
Br -1.26999 -2.24622 -3.22303
Br 7.89213 4.65125 5.27539
Br 1.74862 -4.31615 -6.46546
Br -7.04256 -4.18694 3.06783
Br -2.48187 -6.95867 -0.09755
O -0.67137 4.69716 1.26458
O -0.82863 5.87880 -0.86210
N -4.60375 2.78100 -0.65827
N -3.51840 3.52394 -0.41966
N -1.13493 3.37180 -0.79539
N -2.85600 1.78855 -1.47630
C 7.07113 3.25939 2.91285
C -2.51157 -5.73763 1.41706
C 2.23650 -2.60363 -7.25786
C 0.60736 -4.27388 -2.49988
C -7.09194 -5.61817 4.39035
C -3.77946 -4.92425 1.44220
C 3.56650 -2.11613 -6.74431
C 7.87443 3.04974 4.16929
C 0.00068 2.56655 -1.33530
C 2.89927 5.85736 1.65526
C 0.55133 -2.94052 -3.19105
C -2.37203 2.93969 -0.88669
C 3.57748 6.33095 2.91231
C 0.43093 1.39448 -0.39955
C -5.82488 -6.43322 4.36414
C -4.17016 1.66843 -1.33484
C -0.49792 0.14330 -0.46272
B -0.85193 4.71398 -0.12896
H 1.97080 5.33797 1.89297
H -4.92594 -5.82527 4.29987
H 4.32199 -2.89637 -6.70650
H -0.19707 -4.94304 -2.79540
H -7.20407 -5.11447 5.34944
H 3.52725 5.20962 1.04927
H -5.76272 -7.07262 5.24371
H 0.53931 1.80575 0.63060
H 2.28693 -2.79206 -8.32928
H 7.25244 2.45378 2.20253
H -1.42719 4.17989 1.59907
H 1.43316 1.06646 -0.76275
H -3.89311 -4.41876 2.40049
H -1.38041 0.34094 0.19395
H 3.93198 -1.29092 -7.35392
H -0.89400 -0.06288 -1.48120
H -0.05100 6.38626 -0.54535
H 1.17215 -2.18526 -2.71599
H -1.61294 -5.12899 1.35174
H -0.01263 -0.76071 -0.03396
H -2.44946 -6.37683 2.29747
H 7.49669 2.24015 4.78826
H 1.41997 -1.91603 -7.05214
H -7.98317 -6.20612 4.18767
H -4.82544 0.85367 -1.66821
H 8.91904 2.85970 3.92655
H -0.23406 2.26142 -2.37305
H 3.66152 5.51730 3.62951
H 0.83918 -3.03647 -4.23685
H 1.56456 -4.76139 -2.68088
H -4.67185 -5.51209 1.23982
H 3.07328 7.17265 3.38093
H -5.54234 3.03294 -0.36403
H 7.26945 4.21429 2.43183
H -3.63112 4.40008 0.08206